{"formula": "C15H15F6O15", "method": "ωB97M-V with the def2-TZVPD basis set", "e_above_lowest_kcal_mol": 112.3, "largest_force_ha_per_bohr": 0.1843, "total_charge": -1, "mol_weight_g_mol": 549.258, "elements": ["F", "C", "C", "O", "C", "O", "O", "F", "H", "H", "H", "C", "C", "O", "C", "O", "O", "F", "H", "H", "H", "C", "C", "O", "C", "O", "O", "F", "H", "H", "H", "C", "C", "O", "C", "O", "O", "F", "H", "H", "H", "C", "C", "O", "C", "O", "O", "F", "H", "H", "H"], "positions_angstrom": [[43.92000, 33.35000, 53.98100], [42.09000, 33.83800, 50.93800], [41.12500, 33.55700, 52.01500], [40.21500, 32.81600, 51.17600], [40.37100, 33.05000, 49.94300], [39.63900, 32.47900, 49.04800], [41.55500, 33.55800, 49.69500], [40.52400, 34.66500, 52.58700], [42.90100, 32.92900, 51.03300], [42.42600, 34.88700, 51.09200], [41.53100, 32.96300, 52.94600], [44.83000, 36.36300, 53.68800], [44.37400, 36.04100, 55.13300], [44.14100, 37.38400, 55.63000], [44.65200, 38.34300, 54.91600], [44.71300, 39.53900, 55.22700], [45.09200, 37.68700, 53.73200], [45.43000, 35.59500, 55.91900], [43.84500, 36.25200, 53.07800], [45.84900, 35.81900, 53.46500], [43.56900, 35.35500, 55.16400], [41.98600, 32.24800, 56.15000], [43.23800, 31.96200, 56.83900], [43.14300, 30.60200, 57.06100], [42.04800, 30.06300, 56.80200], [41.67600, 28.92500, 57.07700], [41.25100, 30.94100, 56.16200], [43.36700, 32.71100, 58.00000], [41.98900, 32.48700, 55.14300], [41.41300, 33.10100, 56.63200], [44.20200, 32.28000, 56.03200], [46.71500, 31.97200, 52.11600], [46.13300, 33.04700, 51.19100], [45.39500, 32.44300, 50.24100], [45.72200, 31.14800, 50.35300], [45.30000, 30.38000, 49.50100], [46.52200, 30.85900, 51.34800], [47.17600, 33.62300, 50.56200], [46.24200, 32.01500, 53.16500], [47.77700, 32.25100, 52.26800], [45.46500, 33.75800, 51.86700], [41.02700, 35.15400, 54.81300], [40.24500, 35.32400, 56.16100], [41.29700, 35.52100, 57.06400], [42.35000, 35.88100, 56.50100], [43.34800, 36.30500, 57.09500], [42.23000, 35.78900, 55.19500], [39.30800, 34.36100, 56.51200], [40.54500, 35.64000, 53.88200], [41.14900, 34.09500, 54.54100], [39.53500, 36.10500, 55.92900]], "nbo_charge": [-0.96, -0.17, 0.43, -0.47, 0.95, -0.62, -0.45, -0.37, 0.24, 0.22, 0.23, -0.10, 0.43, -0.51, 1.00, -0.61, -0.55, -0.37, 0.18, 0.22, 0.24, -0.14, 0.40, -0.47, 0.97, -0.61, -0.49, -0.34, 0.22, 0.20, 0.25, -0.14, 0.40, -0.47, 0.96, -0.59, -0.45, -0.35, 0.24, 0.20, 0.20, -0.13, 0.43, -0.46, 0.96, -0.53, -0.51, -0.33, 0.25, 0.20, 0.16]}

{"formula": "C8H13INO", "method": "ωB97M-V with the def2-TZVPD basis set", "smiles": "CC1(C)C=C(I)C(C)(C)N1[O-]", "e_above_lowest_kcal_mol": 13.4, "largest_force_ha_per_bohr": 0.0832, "total_charge": -1, "mol_weight_g_mol": 266.102, "elements": ["C", "C", "C", "C", "C", "C", "C", "C", "N", "O", "I", "H", "H", "H", "H", "H", "H", "H", "H", "H", "H", "H", "H", "H"], "positions_angstrom": [[0.91175, 1.26555, 0.01525], [1.53960, 0.11833, 0.06941], [-0.56589, 1.08958, 0.09808], [0.83148, -1.14525, 0.22965], [-1.13310, 1.71753, -1.18181], [-1.23160, 1.80659, 1.31223], [0.74457, -1.86389, 1.60517], [1.09372, -2.16726, -0.85626], [-0.76404, -0.38944, 0.25634], [-1.58376, -0.93762, -0.64229], [3.94183, 0.15545, -0.06814], [1.39982, 2.18536, -0.36454], [-2.02110, 1.15544, -1.64094], [-0.39288, 1.67221, -1.93182], [-1.47560, 2.64914, -0.99984], [-0.76004, 2.84161, 1.52932], [-1.18477, 1.23228, 2.23841], [-2.22851, 1.80992, 1.09202], [1.56613, -1.89076, 2.35691], [0.32900, -2.87184, 1.48230], [0.04259, -1.27911, 2.18700], [0.56523, -1.91720, -1.84698], [0.84329, -3.18181, -0.60235], [2.16939, -1.99270, -1.16125]], "nbo_charge": [-0.29, 0.11, 0.01, -0.09, -0.62, -0.59, -0.62, -0.63, -0.07, -0.70, -0.26, 0.22, 0.24, 0.20, 0.19, 0.19, 0.21, 0.20, 0.20, 0.20, 0.23, 0.23, 0.21, 0.22]}

{"formula": "C22H19N9O2S", "method": "ωB97M-V with the def2-TZVPD basis set", "smiles": "COc1ccc2nc(Nc3nc(CSc4nnnn4-c4ccccc4)cc(=O)[nH]3)nc(C)c2c1", "e_above_lowest_kcal_mol": 5.4, "largest_force_ha_per_bohr": 0.0354, "total_charge": 0, "mol_weight_g_mol": 473.522, "elements": ["C", "H", "O", "C", "C", "C", "C", "N", "C", "N", "C", "C", "C", "H", "H", "N", "C", "N", "C", "C", "C", "O", "N", "H", "H", "C", "H", "H", "S", "C", "N", "N", "N", "N", "C", "C", "C", "C", "C", "C", "H", "H", "H", "H", "H", "H", "C", "H", "H", "H", "H", "H", "H"], "positions_angstrom": [[3.50830, 5.62421, -5.75474], [4.14000, 4.73108, -5.78788], [3.12520, 5.94026, -4.43681], [2.38740, 5.04431, -3.72987], [2.04976, 5.41774, -2.44331], [1.28957, 4.56791, -1.63200], [0.88954, 4.85923, -0.29290], [0.17407, 4.01269, 0.39851], [-0.18043, 2.84543, -0.17936], [0.12576, 2.46374, -1.39479], [0.86449, 3.31274, -2.14289], [1.21944, 2.94961, -3.45282], [1.96409, 3.79617, -4.22868], [2.22457, 3.49553, -5.23123], [0.89264, 1.99300, -3.82893], [-0.93474, 2.03832, 0.63230], [-1.43577, 0.79493, 0.36485], [-2.12999, 0.22026, 1.30527], [-2.59917, -1.02302, 1.04235], [-2.42718, -1.65423, -0.14951], [-1.67983, -1.02276, -1.20571], [-1.44826, -1.46573, -2.31077], [-1.19844, 0.24126, -0.83847], [-0.63034, 0.79062, -1.49362], [-2.81744, -2.64176, -0.33713], [-3.33712, -1.63764, 2.19264], [-3.08769, -1.10387, 3.10829], [-4.41614, -1.61933, 2.03106], [-2.94239, -3.39921, 2.41807], [-1.23201, -3.27720, 2.59507], [-0.56002, -2.14455, 2.55130], [0.71089, -2.45921, 2.73444], [0.86819, -3.70039, 2.89226], [-0.34032, -4.29153, 2.81399], [-0.48027, -5.67607, 2.97024], [-1.66948, -6.33221, 2.68100], [-1.74714, -7.70262, 2.85626], [-0.65291, -8.41738, 3.31227], [0.53309, -7.75762, 3.59286], [0.62571, -6.39009, 3.42449], [1.54014, -5.85890, 3.63510], [1.39075, -8.30975, 3.94570], [-0.72308, -9.48606, 3.44623], [-2.67184, -8.21142, 2.63092], [-2.52536, -5.78673, 2.31819], [-1.11270, 2.39295, 1.56246], [1.26657, 6.13635, 0.37780], [0.85834, 6.14728, 1.38386], [2.35006, 6.22857, 0.42549], [0.87652, 6.98463, -0.18166], [2.38461, 6.37604, -2.08114], [2.63900, 5.48306, -6.40463], [4.08136, 6.48139, -6.10444]], "nbo_charge": [-0.25, 0.18, -0.49, 0.29, -0.22, -0.17, 0.35, -0.49, 0.56, -0.56, 0.26, -0.20, -0.26, 0.23, 0.23, -0.57, 0.63, -0.55, 0.26, -0.41, 0.65, -0.62, -0.61, 0.46, 0.23, -0.55, 0.26, 0.25, 0.30, 0.16, -0.33, -0.04, -0.07, -0.23, 0.21, -0.25, -0.19, -0.21, -0.19, -0.24, 0.25, 0.22, 0.22, 0.22, 0.23, 0.44, -0.66, 0.24, 0.23, 0.23, 0.23, 0.18, 0.20]}

{"formula": "C10H23N9O6Ti", "method": "ωB97M-V with the def2-TZVPD basis set", "e_above_lowest_kcal_mol": 0.0, "largest_force_ha_per_bohr": 0.1359, "total_charge": 0, "spin_multiplicity": 3, "mol_weight_g_mol": 413.218, "elements": ["O", "H", "Ti", "N", "N", "N", "N", "O", "O", "O", "O", "C", "C", "C", "C", "C", "H", "H", "H", "C", "H", "H", "H", "C", "C", "H", "H", "H", "H", "H", "H", "H", "H", "C", "H", "H", "H", "O", "H", "H", "N", "N", "N", "C", "N", "N", "H", "H", "H"], "positions_angstrom": [[-1.55384, -0.89437, -3.73094], [-1.25734, -0.55858, -4.58903], [0.49093, 0.00454, -0.90100], [0.64715, 1.42926, 0.70635], [1.81040, 1.46882, -1.61886], [-0.70434, -1.05678, 0.54946], [0.18033, -2.07174, -1.60592], [-0.03514, 1.56601, 1.81181], [-1.29201, -0.54982, 1.63798], [0.39779, -2.54056, -2.82123], [2.29974, 0.16103, -1.68781], [2.36834, 2.28710, -0.65021], [1.69605, 2.29737, 0.58323], [-0.90692, -2.38112, 0.40537], [-0.33256, -2.95976, -0.72981], [1.97000, 3.21551, 1.72436], [2.19270, 2.63636, 2.62892], [1.10938, 3.85807, 1.95442], [2.83052, 3.86500, 1.51237], [3.59137, 3.09994, -0.95486], [3.73646, 3.09287, -2.03915], [4.51686, 2.70326, -0.50060], [3.48037, 4.15125, -0.64262], [-1.73381, -3.19414, 1.34136], [-0.50968, -4.37213, -1.13054], [-2.17152, -2.53998, 2.08860], [-1.11812, -3.94237, 1.86110], [-2.54354, -3.74092, 0.83265], [0.13075, -4.66294, -1.96161], [-1.54786, -4.61682, -1.40347], [-0.28553, -5.01716, -0.27874], [-0.80865, 0.41021, 1.79095], [-0.74376, -1.31871, -3.47840], [-0.86989, 0.75768, -1.74222], [-0.01952, 0.76664, -2.66800], [-1.44723, -0.29759, -1.46598], [-1.67148, 1.40434, -2.01570], [-3.96642, 2.26639, -1.03349], [-4.50264, 1.53119, -0.66974], [-3.68694, 2.75972, -0.26588], [2.85666, -1.87826, 3.81012], [2.73187, -1.76316, 2.42743], [3.81252, -1.94462, 1.63032], [3.32791, -1.48388, 0.46590], [2.09135, -1.00477, 0.56769], [1.71734, -1.14640, 1.85062], [1.93110, -2.07058, 4.20665], [3.55112, -2.57460, 4.02524], [3.91602, -1.49540, -0.44130]], "mulliken_spin": [0.01, 0.00, -0.03, 0.40, 0.09, 0.27, -0.03, 0.22, 0.21, 0.48, 0.03, 0.30, -0.05, -0.05, 0.08, 0.02, -0.01, -0.01, 0.00, -0.02, 0.00, 0.03, 0.01, 0.01, 0.02, 0.00, -0.01, -0.01, 0.00, 0.01, 0.01, -0.01, 0.00, -0.01, 0.00, 0.00, 0.00, 0.00, 0.00, 0.00, 0.00, 0.00, 0.00, 0.01, 0.01, -0.01, 0.00, 0.00, 0.00]}

{"formula": "C3H5NO", "method": "ωB97M-V with the def2-TZVPD basis set", "smiles": "C=CC#N.O", "e_above_lowest_kcal_mol": 29.3, "largest_force_ha_per_bohr": 0.0215, "total_charge": 0, "mol_weight_g_mol": 71.079, "elements": ["O", "C", "C", "C", "N", "H", "H", "H", "H", "H"], "positions_angstrom": [[1.47816, -0.96935, -1.20030], [0.53017, 0.60467, 0.66325], [-0.67611, 0.81585, 0.13185], [-1.79219, -0.02689, 0.46030], [-2.68103, -0.71706, 0.73586], [1.30772, -1.73994, -0.64517], [0.70726, -0.20466, 1.36623], [1.38313, 1.21918, 0.39905], [0.59718, -0.59511, -1.32703], [-0.85428, 1.61330, -0.58406]], "nbo_charge": [-0.92, -0.25, -0.38, 0.24, -0.30, 0.47, 0.21, 0.22, 0.47, 0.24]}

{"formula": "C6H10", "method": "ωB97M-V with the def2-TZVPD basis set", "smiles": "C=CC/C=C/C", "e_above_lowest_kcal_mol": 45.5, "largest_force_ha_per_bohr": 0.0478, "total_charge": 0, "mol_weight_g_mol": 82.146, "elements": ["C", "C", "C", "C", "C", "C", "H", "H", "H", "H", "H", "H", "H", "H", "H", "H"], "positions_angstrom": [[-0.94313, -1.79368, -0.93875], [-2.22416, -1.95901, -1.29213], [-0.03237, -0.53695, -1.08648], [0.16863, 0.39844, 0.15253], [1.32077, 0.96481, 0.62895], [1.45024, 2.06532, 1.75889], [-0.65634, -2.51691, -0.20067], [-2.80848, -2.76842, -0.81939], [-2.65057, -1.19423, -1.90213], [0.98753, -0.98768, -1.44430], [-0.50076, 0.12071, -1.88447], [-0.72829, 0.88917, 0.59163], [2.27951, 0.40259, 0.46213], [0.48140, 2.16867, 2.23236], [2.19302, 1.76473, 2.52440], [1.66301, 2.98243, 1.21742]], "nbo_charge": [-0.17, -0.40, -0.47, -0.20, -0.17, -0.64, 0.18, 0.21, 0.19, 0.22, 0.22, 0.19, 0.19, 0.21, 0.22, 0.22]}